Record 1
10 unconnected molecules or ions with the total composition C44H42F6N4 in a non-equilibrium geometry. Source: the OMol25 dataset; level of theory: ωB97M-V with the def2-TZVPD basis set.

XYZ file:
```
96
Properties=species:S:1:pos:R:3:lowdin_charge:R:1
F 3.835 -2.695 7.189 0.063
C 3.691 -2.933 5.877 -0.291
C 3.608 -1.864 5.013 -0.006
C 3.407 -2.144 3.658 -0.091
C 3.346 -3.426 3.175 -0.086
C 3.368 -4.490 4.095 -0.075
C 3.496 -4.237 5.445 -0.021
H 3.615 -0.833 5.333 0.117
H 3.306 -1.284 3.007 0.089
H 3.258 -3.626 2.116 0.082
H 3.215 -5.485 3.702 0.104
H 3.502 -5.049 6.160 0.117
F 1.269 2.315 0.372 0.036
C 0.373 1.392 0.804 -0.265
C 0.819 0.147 1.173 -0.015
C -0.090 -0.875 1.434 -0.064
C -1.447 -0.541 1.519 -0.091
C -1.857 0.737 1.182 -0.085
C -0.957 1.739 0.873 -0.005
H 1.849 -0.187 1.109 0.097
H 0.248 -1.856 1.740 0.102
H -2.250 -1.251 1.682 0.088
H -2.927 0.897 1.136 0.082
H -1.296 2.700 0.506 0.103
F 1.037 1.554 -6.562 0.058
C 1.319 1.381 -5.261 -0.280
C 1.303 2.493 -4.432 0.001
C 1.768 2.294 -3.129 -0.096
C 2.058 1.041 -2.633 -0.087
C 2.029 -0.049 -3.498 -0.081
C 1.625 0.101 -4.809 -0.015
H 1.205 3.498 -4.819 0.111
H 1.929 3.132 -2.467 0.086
H 2.363 0.960 -1.599 0.089
H 2.381 -1.017 -3.161 0.097
H 1.561 -0.762 -5.456 0.114
F -1.189 6.398 0.763 0.060
C -1.986 5.404 1.204 -0.301
C -3.109 5.044 0.495 -0.025
C -3.977 4.058 0.986 -0.078
C -3.711 3.555 2.252 -0.109
C -2.602 3.952 2.989 -0.074
C -1.726 4.879 2.466 -0.018
H -3.332 5.485 -0.470 0.121
H -4.876 3.781 0.458 0.102
H -4.404 2.802 2.614 0.105
H -2.417 3.497 3.952 0.113
H -0.898 5.248 3.056 0.105
F -0.413 -2.270 -1.964 0.055
C -1.271 -3.294 -2.118 -0.283
C -1.022 -4.159 -3.175 -0.011
C -1.903 -5.212 -3.391 -0.080
C -3.027 -5.347 -2.590 -0.106
C -3.271 -4.479 -1.529 -0.083
C -2.361 -3.461 -1.281 -0.017
H -0.124 -3.981 -3.751 0.116
H -1.787 -5.937 -4.187 0.105
H -3.715 -6.166 -2.753 0.100
H -4.131 -4.708 -0.916 0.098
H -2.443 -2.782 -0.439 0.100
F 4.168 -1.248 0.556 0.052
C 4.315 -2.246 -0.333 -0.288
C 5.550 -2.377 -0.940 -0.013
C 5.740 -3.352 -1.912 -0.079
C 4.699 -4.184 -2.310 -0.087
C 3.472 -4.061 -1.667 -0.084
C 3.275 -3.103 -0.685 -0.035
H 6.370 -1.751 -0.616 0.119
H 6.666 -3.362 -2.473 0.106
H 4.872 -4.937 -3.064 0.101
H 2.640 -4.713 -1.900 0.103
H 2.335 -2.988 -0.157 0.108
C -4.560 1.197 -1.627 -0.077
C -3.236 1.280 -2.279 -0.260
N -2.170 1.325 -2.689 0.147
H -4.433 1.650 -0.647 0.036
H -4.834 0.163 -1.448 0.042
H -5.317 1.664 -2.250 0.082
C 1.688 4.698 2.092 -0.082
C 1.712 5.965 2.823 -0.289
N 1.720 6.945 3.424 0.134
H 1.523 3.879 2.789 0.088
H 2.664 4.495 1.651 0.087
H 0.930 4.792 1.320 0.054
C -0.322 4.498 -1.861 -0.066
C 0.112 5.536 -2.805 -0.277
N 0.401 6.331 -3.581 0.129
H -0.876 3.734 -2.405 0.068
H -1.077 4.984 -1.242 0.045
H 0.551 4.165 -1.314 0.054
C -5.849 -2.577 2.355 -0.057
C -5.680 -1.440 1.462 -0.253
N -5.535 -0.541 0.762 0.161
H -5.622 -3.550 1.933 0.080
H -6.905 -2.505 2.636 0.090
H -5.250 -2.448 3.255 0.086
```

Values from the calculation:
* SMILES string: Fc1ccccc1.Fc1ccccc1.Fc1ccccc1.Fc1ccccc1.Fc1ccccc1.Fc1ccccc1.CC#N.CC#N.CC#N.CC#N
* frontier orbital gap: 8.85 eV
* ΔE to the lowest compared entry with this formula, charge and spin: 16.32 kcal per mole
* E_LUMO: 0.03 eV


Record 2
A molecular structure, C44H43BrMnN7O4S3 in a non-equilibrium geometry. Source: the OMol25 dataset; level of theory: ωB97M-V with the def2-TZVPD basis set.

XYZ file:
```
103
Properties=species:S:1:pos:R:3:lowdin_charge:R:1
Mn 0.421 -0.862 0.346 0.807
O 5.144 1.366 -0.451 0.038
C 4.754 2.026 0.690 -0.250
C 5.679 2.732 1.449 -0.024
C 5.291 3.370 2.615 -0.082
C 3.974 3.292 3.038 -0.084
C 3.048 2.607 2.268 -0.039
C 3.415 1.987 1.081 -0.089
C 2.378 1.270 0.224 -0.431
O 2.061 0.036 0.655 -0.303
N 1.158 2.122 0.163 0.011
N -0.051 1.591 0.208 -0.019
C -1.057 2.394 0.164 -0.224
C -2.452 2.008 0.037 -0.601
Br -2.980 0.394 0.900 0.923
C -3.331 2.710 -0.687 -0.112
C -4.728 2.319 -0.952 -0.268
C -5.633 2.104 0.086 -0.085
C -6.905 1.628 -0.183 -0.076
C -7.280 1.346 -1.489 -0.084
C -6.399 1.594 -2.530 -0.078
C -5.134 2.095 -2.266 -0.039
H 6.100 1.443 -0.536 0.108
H 6.714 2.771 1.126 0.115
H 6.021 3.913 3.198 0.107
H 3.675 3.759 3.967 0.101
H 2.019 2.527 2.597 0.081
H 2.774 1.237 -0.802 0.124
H 1.256 3.128 0.231 0.143
H -0.875 3.471 0.094 0.130
H -2.962 3.595 -1.198 0.126
H -5.327 2.315 1.102 0.101
H -7.602 1.471 0.630 0.105
H -8.259 0.934 -1.695 0.104
H -6.695 1.395 -3.551 0.105
H -4.440 2.276 -3.078 0.111
C -0.715 -3.199 3.051 -0.092
C -1.367 -3.289 1.725 -0.624
N -1.164 -2.471 0.725 0.008
C -1.934 -2.797 -0.375 -0.355
C -2.731 -3.882 -0.198 -0.330
S -2.529 -4.521 1.375 1.093
C -1.894 -1.949 -1.559 -0.344
C -2.571 -2.157 -2.721 -0.327
S -2.329 -0.849 -3.793 1.086
C -1.306 -0.093 -2.621 -0.608
N -1.169 -0.776 -1.528 0.036
C -0.737 1.257 -2.874 -0.059
H 0.306 -2.844 2.931 0.056
H -0.733 -4.156 3.570 0.081
H -1.247 -2.459 3.647 0.046
H -3.419 -4.331 -0.894 0.080
H -3.201 -2.982 -3.001 0.079
H -0.586 1.417 -3.936 0.077
H 0.211 1.356 -2.350 0.072
H -1.425 2.019 -2.506 0.064
C -2.329 3.633 5.483 -0.001
C -2.385 2.239 4.958 -0.264
C -3.496 1.445 4.940 0.028
C -3.363 0.125 4.456 -0.325
N -2.227 -0.331 3.967 0.073
C -1.153 0.467 3.894 -0.806
S 0.309 0.064 3.173 0.720
N -1.238 1.729 4.456 0.104
C -4.529 -0.805 4.442 -0.010
H -3.313 3.979 5.784 0.089
H -1.932 4.307 4.723 0.095
H -1.662 3.678 6.346 0.099
H -4.444 1.805 5.308 0.121
H -0.388 2.274 4.466 0.137
H -5.383 -0.382 4.964 0.082
H -4.255 -1.755 4.899 0.093
H -4.807 -1.007 3.406 0.083
C 4.365 2.060 -4.355 -0.058
O 4.065 0.946 -3.538 -0.100
C 3.341 -0.079 -4.062 -0.217
C 2.784 -0.076 -5.325 -0.016
C 2.066 -1.182 -5.767 -0.072
C 1.896 -2.274 -4.938 -0.074
C 2.470 -2.292 -3.676 0.005
C 3.209 -1.207 -3.222 -0.135
N 3.976 -1.198 -2.055 0.153
C 4.231 -2.147 -1.169 0.028
C 3.463 -3.213 -0.688 -0.125
C 4.188 -4.322 -0.166 -0.037
C 3.573 -5.428 0.332 -0.086
C 2.169 -5.477 0.387 -0.047
C 1.427 -4.405 -0.028 -0.001
C 2.018 -3.224 -0.553 -0.333
O 1.263 -2.220 -0.797 -0.141
H 5.011 2.696 -3.754 0.096
H 3.463 2.617 -4.623 0.100
H 4.895 1.759 -5.262 0.102
H 2.901 0.784 -5.969 0.109
H 1.638 -1.172 -6.761 0.110
H 1.325 -3.124 -5.282 0.109
H 2.372 -3.168 -3.054 0.110
H 4.557 -0.364 -1.977 0.132
H 5.238 -2.072 -0.768 0.148
H 5.271 -4.292 -0.213 0.117
H 4.162 -6.266 0.678 0.106
H 1.679 -6.361 0.773 0.113
H 0.348 -4.422 0.051 0.095
```

Values from the calculation:
* charge: +1
* <S²>: 8.76
* frontier orbital gap (alpha / beta): 6.60 / 6.96 eV
* ΔE to the lowest compared entry with this formula, charge and spin: 42.21 kcal per mole
* spin multiplicity: 6
* E_LUMO (alpha / beta): -2.74 / -2.77 eV